The following is a DFT calculation (wB97M-V/def2-TZVPD) of a cluster of 6 separate species, C9H30N6O9 in total at a distorted geometry.

Geometry as XYZ:
```
54
Properties=species:S:1:pos:R:3
C 0.262 -0.759 -4.337
O 0.056 -0.507 -3.128
N 1.434 -0.347 -4.875
N -0.631 -1.494 -4.991
H 1.815 -0.858 -5.701
H 2.188 -0.101 -4.182
H -1.520 -1.597 -4.545
H -0.660 -1.431 -5.979
C 1.486 0.481 5.126
O 1.970 0.809 6.210
N 1.937 0.820 3.847
N 0.505 -0.447 5.001
H 2.511 1.627 3.752
H 1.364 0.792 3.030
H -0.020 -0.886 5.784
H 0.150 -0.403 4.054
C -3.650 0.680 1.490
O -2.858 0.147 2.216
N -3.443 1.871 0.894
N -4.914 0.192 1.204
H -2.630 2.315 1.318
H -4.282 2.404 0.844
H -5.399 0.249 0.293
H -4.942 -0.766 1.567
C -3.021 -0.210 -2.089
C -2.994 0.607 -3.355
O -3.288 -0.277 -4.469
O -2.175 -1.368 -2.091
H -4.013 -0.642 -1.822
H -2.686 0.506 -1.331
H -1.966 1.104 -3.460
H -3.760 1.421 -3.218
H -3.361 0.287 -5.236
H -1.351 -1.022 -2.574
C 5.679 0.819 1.658
C 4.277 0.535 1.061
O 3.851 1.484 0.122
O 5.730 2.065 2.357
H 6.384 0.768 0.871
H 5.695 0.039 2.337
H 3.502 0.454 1.821
H 4.362 -0.383 0.462
H 4.167 2.346 0.438
H 6.343 2.657 1.937
C 0.156 -2.157 0.553
C 0.108 -0.628 0.793
O -0.146 -0.262 2.133
O -1.172 -2.600 0.805
H 0.827 -2.674 1.197
H 0.458 -2.367 -0.463
H -0.697 -0.196 0.146
H 1.088 -0.151 0.472
H -1.151 -0.159 2.115
H -1.574 -2.787 -0.061
```

Calculated values
Highest occupied orbital energy ... -8.779 eV
ΔE to the lowest compared entry with this formula, charge and spin ... 26.3 kcal per mole
SMILES ... NC(N)=O.NC(N)=O.NC(N)=O.OCCO.OCCO.OCCO
Largest force on an atom ... 0.0631 hartree/bohr

These are the natural (NBO) partial charges, in e, on atoms 1 to 4: C 0.78; O -0.70; N -0.83; N -0.81


The following is a DFT calculation (wB97M-V/def2-TZVPD) of an isolated molecule of C24H26N2O2S2.

Geometry as XYZ:
```
56
Properties=species:S:1:pos:R:3
O -1.611 -1.113 -2.010
C -1.667 -0.474 -0.976
N -1.605 -0.976 0.262
H -1.665 -0.312 1.029
C -1.422 -2.375 0.586
C -2.528 -3.294 0.050
H -2.747 -2.999 -0.976
H -3.442 -3.223 0.638
C -1.913 -4.700 0.084
H -2.161 -5.249 -0.823
H -2.295 -5.270 0.930
C -0.390 -4.499 0.214
H -0.059 -4.779 1.215
H 0.164 -5.104 -0.503
C -0.159 -3.006 -0.007
H -0.123 -2.781 -1.072
H 0.750 -2.641 0.470
H -1.381 -2.436 1.678
C -1.814 1.066 -1.020
C -3.073 1.544 -0.352
C -4.125 0.757 -0.001
S -5.416 1.660 0.679
C -4.538 3.124 0.485
C -3.324 2.916 -0.077
H -2.619 3.702 -0.285
H -4.977 4.050 0.798
H -4.224 -0.305 -0.104
N -0.626 1.747 -0.491
C -0.474 1.848 0.845
O -1.279 1.365 1.631
C 0.762 2.542 1.393
C 1.823 1.520 1.658
C 3.171 1.693 1.656
C 3.881 0.513 1.976
C 3.059 -0.536 2.219
S 1.400 -0.108 2.070
H 3.320 -1.542 2.482
H 4.953 0.458 2.019
H 3.647 2.630 1.430
H 1.155 3.321 0.742
H 0.458 2.997 2.342
C 0.337 2.269 -1.444
C 1.678 1.577 -1.415
C 2.847 2.310 -1.567
C 4.077 1.676 -1.569
C 4.150 0.303 -1.414
C 2.988 -0.434 -1.270
C 1.758 0.197 -1.277
H 0.855 -0.384 -1.176
H 3.036 -1.507 -1.155
H 5.110 -0.191 -1.408
H 4.980 2.257 -1.688
H 2.796 3.384 -1.686
H 0.471 3.347 -1.289
H -0.087 2.141 -2.445
H -1.882 1.323 -2.084
```

Calculated values
Highest occupied orbital energy ... -8.547 eV
ΔE to the lowest compared entry with this formula, charge and spin ... 2.6 kcal per mole
SMILES ... O=C(NC1CCCC1)[C@@H](c1ccsc1)N(Cc1ccccc1)C(=O)Cc1cccs1
Largest force on an atom ... 0.0117 hartree/bohr

These are the natural (NBO) partial charges, in e, on atoms 1 to 4: O -0.64; C 0.68; N -0.64; H 0.45


The following is a DFT calculation (wB97M-V/def2-TZVPD) of a cluster of 6 separate species, C3H15N2O5 in total at a distorted geometry.

Geometry as XYZ:
```
25
Properties=species:S:1:pos:R:3
C 0.367 -0.481 -2.586
C 0.894 0.767 -2.491
N 0.976 1.010 -1.002
C 0.685 -0.151 -0.270
N 0.381 -1.082 -1.315
H 0.177 -1.050 -3.487
H 1.032 1.742 -2.919
H 1.466 1.803 -0.551
H 0.985 -0.413 0.757
H 0.030 -2.024 -1.124
H -1.061 3.541 3.149
H -0.643 3.227 1.899
O -0.743 2.826 2.563
H 1.424 2.165 1.944
H 2.768 1.643 1.443
O 1.849 1.500 1.374
H -2.091 -0.229 1.702
H -1.669 1.230 1.783
O -1.450 0.439 1.356
H -2.906 -2.381 -1.673
H -2.266 -1.315 -1.080
O -2.129 -1.884 -1.790
H 0.734 -4.272 0.300
H 0.720 -3.296 1.463
O 0.472 -3.317 0.554
```

Calculated values
Highest occupied orbital energy ... -13.269 eV
ΔE to the lowest compared entry with this formula, charge and spin ... 57.7 kcal per mole
Charge ... +1
Largest force on an atom ... 0.3553 hartree/bohr

These are the natural (NBO) partial charges, in e, on atoms 1 to 4: C -0.03; C -0.07; N -0.52; C 0.31